Record 1
C3H7O2P2 | wB97M-V/def2-TZVPD

Summary:
Orbital gap, eV: 7.95
HOMO, eV: -3.78
LUMO energy, eV: 4.166
Energy above the lowest of the compared OMol25 structures with the same formula, charge and spin, kcal per mole: 38.5
DFT total energy, a.u.: -951.62596
SMILES string: C=[PH2]O/C([O-])=C/P
Max |F|, eV Å⁻¹: 4.5

Geometry as ORCA input:
```
! wB97M-V def2-TZVPD RIJCOSX def2/J DEFGRID3
* xyz -1 1
P 0.89422 -1.38652 -0.92362
P -1.34066 2.06670 1.26445
O -0.59910 -1.11241 -1.34168
O -2.63796 -0.53841 -0.17429
C -0.76926 0.91755 -0.02712
C -1.46991 -0.15500 -0.34925
C 1.29405 -1.13979 0.72298
H 1.60673 -1.14410 -2.14320
H -0.26548 2.16264 2.25528
H 0.80498 -0.24818 1.02669
H 2.41440 -1.18089 0.86109
H -1.02477 3.39488 0.64475
H 0.15611 1.10292 -0.48875
H 0.93663 -2.73937 -1.32732
*
```

---

Record 2
C3H7O2S | wB97M-V/def2-TZVPD

Summary:
Orbital gap, eV: 7.51
HOMO, eV: -4.17
LUMO energy, eV: 3.344
Energy above the lowest of the compared OMol25 structures with the same formula, charge and spin, kcal per mole: 11.7
DFT total energy, a.u.: -667.22468
Max |F|, eV Å⁻¹: 0.7

Geometry as ORCA input:
```
! wB97M-V def2-TZVPD RIJCOSX def2/J DEFGRID3
* xyz -1 1
S -0.19010 0.67582 1.99425
O 0.60697 0.23510 -3.20501
O -0.23091 -0.90359 -1.45547
C -0.30202 -0.16528 -2.46121
C 1.29307 0.37634 0.99611
C -0.84751 -0.99569 1.80733
H -0.23222 -1.65929 2.41934
H -1.33714 0.19293 -2.72918
H 1.97349 1.22728 1.05869
H -0.76517 -1.23292 0.75022
H 1.82089 -0.48260 1.39961
H 0.95052 0.21979 -0.01666
H -1.86779 -0.97149 2.16026
*
```

---

Record 3
C3H7O2S | wB97M-V/def2-TZVPD

Summary:
Orbital gap, eV: 7.24
HOMO, eV: -4.06
LUMO energy, eV: 3.179
Energy above the lowest of the compared OMol25 structures with the same formula, charge and spin, kcal per mole: 14.9
DFT total energy, a.u.: -667.21955
Max |F|, eV Å⁻¹: 0.8

Geometry as ORCA input:
```
! wB97M-V def2-TZVPD RIJCOSX def2/J DEFGRID3
* xyz -1 1
S -2.06781 -0.92078 -0.38657
O 3.15892 2.04879 0.28665
O 1.39865 1.25200 1.47871
C -1.33378 -0.06559 1.03623
C -0.63185 -1.08719 -1.46394
C 2.15761 1.34256 0.48405
H -0.91333 -1.80448 -2.22892
H -0.35212 -0.14688 -1.92475
H 0.22017 -1.48786 -0.92635
H -0.25700 -0.22440 1.05120
H -1.56323 0.99168 1.02883
H -1.66111 -0.57757 1.94008
H 1.84488 0.67972 -0.37523
*
```

---

Record 4
C3H7O2S | wB97M-V/def2-TZVPD

Summary:
Orbital gap, eV: 6.10
HOMO, eV: -2.79
LUMO energy, eV: 3.309
Energy above the lowest of the compared OMol25 structures with the same formula, charge and spin, kcal per mole: 53.3
DFT total energy, a.u.: -667.15842
Max |F|, eV Å⁻¹: 3.1

Geometry as ORCA input:
```
! wB97M-V def2-TZVPD RIJCOSX def2/J DEFGRID3
* xyz -1 1
S -1.35748 -0.24338 -1.39946
O 0.10982 -2.24559 3.25821
O 2.77534 4.28089 -2.95648
C -0.21338 -0.03694 0.11920
C 0.21904 -1.78206 2.10888
C -0.85254 -0.99784 1.37426
H -0.06725 1.04435 0.51899
H -1.66763 -1.51544 0.80373
H 2.86229 3.45913 -2.52377
H 0.77344 -0.40240 -0.12085
H -1.29803 -0.25197 2.04023
H 2.14170 4.08553 -3.68925
H 0.97511 -1.90655 1.33434
*
```

---

Record 5
C3H7O2S2 | wB97M-V/def2-TZVPD

Summary:
Orbital gap, eV: 7.40
HOMO, eV: -4.23
LUMO energy, eV: 3.176
Energy above the lowest of the compared OMol25 structures with the same formula, charge and spin, kcal per mole: 5.5
DFT total energy, a.u.: -1065.42750
Max |F|, eV Å⁻¹: 0.5

Geometry as ORCA input:
```
! wB97M-V def2-TZVPD RIJCOSX def2/J DEFGRID3
* xyz -1 1
S -0.53221 1.68503 -2.00912
S -2.09438 1.27678 -0.72515
O 1.33107 -0.46507 1.91076
O 1.10592 -1.68120 0.03154
C 1.57014 -1.45031 1.17595
C -1.35188 0.12186 0.46813
C 2.53907 -2.50319 1.74383
H 3.52181 -2.06247 1.91579
H -0.01762 2.75408 -1.37752
H -2.19346 -0.47384 0.82465
H -0.85603 0.61739 1.29328
H 2.63565 -3.34452 1.06118
H -0.63568 -0.51330 -0.05242
H 2.17027 -2.84114 2.71335
*
```

---

Record 6
C3H7O3 | wB97M-V/def2-TZVPD

Summary:
Orbital gap, eV: 8.23
HOMO, eV: -4.13
LUMO energy, eV: 4.099
Energy above the lowest of the compared OMol25 structures with the same formula, charge and spin, kcal per mole: 29.0
DFT total energy, a.u.: -344.26394
Max |F|, eV Å⁻¹: 1.4

Geometry as ORCA input:
```
! wB97M-V def2-TZVPD RIJCOSX def2/J DEFGRID3
* xyz -1 1
O 1.14768 0.25762 -1.96393
O -1.02183 0.49089 2.43281
O -0.54192 -0.10608 -0.50562
C 0.83382 -1.94360 -1.07211
C -0.64284 1.66722 1.74213
C 0.45492 -0.43766 -1.19938
H 0.40483 -2.40274 -0.20108
H 0.52445 -2.42668 -2.00777
H 1.90732 -2.05809 -0.88936
H -1.62740 -0.03886 1.91407
H -0.41887 1.44690 0.67816
H 0.03875 2.18045 2.42806
H -1.47548 2.36191 1.57391
*
```

---

Record 7
C3H7O3 | wB97M-V/def2-TZVPD

Summary:
Orbital gap, eV: 7.66
HOMO, eV: -3.63
LUMO energy, eV: 4.024
Energy above the lowest of the compared OMol25 structures with the same formula, charge and spin, kcal per mole: 51.5
DFT total energy, a.u.: -344.22808
Max |F|, eV Å⁻¹: 5.2

Geometry as ORCA input:
```
! wB97M-V def2-TZVPD RIJCOSX def2/J DEFGRID3
* xyz -1 1
O -1.32592 0.75198 -0.72636
O 1.66300 -0.96076 -0.61555
O 0.27749 2.11988 0.06151
C 1.00025 -1.60289 -1.63580
C -1.10143 1.21664 1.78845
C -0.75938 1.35617 0.20468
H 1.76770 -2.44054 -1.73093
H 1.06286 -0.88170 0.21953
H -0.32509 0.76878 2.34261
H -1.40825 2.15062 2.18489
H 0.10664 -2.16455 -1.50292
H 0.94476 -0.84946 -2.49557
H -1.90263 0.53585 1.90548
*
```

---

Record 8
C3H7O3 | wB97M-V/def2-TZVPD

Summary:
Orbital gap, eV: 7.86
HOMO, eV: -3.98
LUMO energy, eV: 3.885
Energy above the lowest of the compared OMol25 structures with the same formula, charge and spin, kcal per mole: 44.7
DFT total energy, a.u.: -344.23898
Max |F|, eV Å⁻¹: 4.8

Geometry as ORCA input:
```
! wB97M-V def2-TZVPD RIJCOSX def2/J DEFGRID3
* xyz -1 1
O 0.95765 -1.33897 2.28943
O -0.15167 1.92606 -3.04118
O 0.46576 -0.33697 0.34375
C -0.08443 2.22951 -1.59923
C -1.12268 -1.77697 1.26957
C 0.33116 -1.13141 1.29737
H -1.32137 -2.74488 0.86246
H -0.36279 0.94504 -3.00082
H -1.82874 -1.05840 0.91298
H -0.93471 2.85968 -1.46038
H -1.34997 -1.92058 2.32505
H 0.05005 1.35321 -0.81526
H 0.82928 2.63819 -1.36636
*
```

---

Record 9
C3H7O3 | wB97M-V/def2-TZVPD

Summary:
Orbital gap, eV: 8.31
HOMO, eV: -4.30
LUMO energy, eV: 4.012
Energy above the lowest of the compared OMol25 structures with the same formula, charge and spin, kcal per mole: 52.7
DFT total energy, a.u.: -344.22622
Max |F|, eV Å⁻¹: 9.2

Geometry as ORCA input:
```
! wB97M-V def2-TZVPD RIJCOSX def2/J DEFGRID3
* xyz -1 1
O -0.35492 -1.02664 1.45972
O -1.15793 -0.55534 -1.00909
O 1.32975 -0.67923 2.86486
C -1.79587 0.65823 -1.66688
C 0.90110 -0.73224 1.80323
C 1.79188 -0.03848 0.66233
H 1.94137 0.96137 1.00036
H -2.68876 0.34895 -2.17954
H 2.78250 -0.52413 0.55551
H -1.09682 -0.79833 0.04422
H 1.27266 0.00637 -0.21469
H -1.77253 1.43601 -0.95827
H -1.15242 0.94347 -2.36177
*
```

---

Record 10
C3H7O3P | wB97M-V/def2-TZVPD

Summary:
Orbital gap, eV: 12.09
HOMO, eV: -11.30
LUMO energy, eV: 0.783
Energy above the lowest of the compared OMol25 structures with the same formula, charge and spin, kcal per mole: 0.0
DFT total energy, a.u.: -685.62373
Max |F|, eV Å⁻¹: 2.5

Geometry as ORCA input:
```
! wB97M-V def2-TZVPD RIJCOSX def2/J DEFGRID3
* xyz 0 1
P 0.51999 -1.06690 1.52506
O 0.19259 -1.24146 0.01160
O 1.64969 -1.86933 1.89663
O 0.47910 0.57094 1.57363
C -0.49968 -0.12666 -0.51851
C 0.32936 0.30988 -1.71044
C -0.51875 0.96910 0.60687
H 0.11376 1.27386 -2.12547
H -0.12273 1.88744 0.16083
H -1.62217 -0.43202 -0.78618
H -0.75292 -1.23546 2.13876
H -1.53800 0.94481 1.04310
H 1.36116 0.51678 -1.27500
H 0.40859 -0.50097 -2.54089
*
```